DFT (the ωB97M-V functional and the def2-TZVPD basis) results for 14 unconnected molecules or ions with the total composition C42H84O14 in a non-equilibrium geometry.

```
140
Properties=species:S:1:pos:R:3:forces:R:3
C -7.80703 23.32958 -20.42075 1.1 0.2 1.0
C -8.47006 23.34446 -21.73012 -1.9 0.3 -1.3
O -8.78903 24.36446 -22.32720 0.7 -0.9 0.6
C -8.92016 21.97584 -22.24160 0.6 0.4 -0.8
H -8.04594 24.21593 -19.83303 -0.4 -0.2 0.0
H -6.72204 23.39832 -20.49933 0.2 -0.2 -0.4
H -8.00703 22.38845 -19.90854 -0.1 0.2 0.2
H -9.37830 21.35697 -21.47010 0.0 0.1 -0.1
H -8.04438 21.46809 -22.64571 0.3 -0.3 0.4
H -9.53681 22.09125 -23.13294 -0.4 0.2 0.3
C -12.10112 22.18199 -10.52010 -0.1 -0.5 -0.9
C -13.49779 21.62086 -10.59329 -1.4 -1.7 1.8
O -13.94845 20.81236 -9.78913 1.1 0.5 -0.3
C -14.41420 22.13256 -11.63469 0.0 0.6 -0.8
H -11.88460 22.54981 -11.52306 0.3 0.5 0.2
H -11.37154 21.39467 -10.33047 -0.2 0.0 0.4
H -12.05528 22.96623 -9.76449 0.1 0.0 -0.1
H -15.45353 21.80543 -11.60505 0.2 -0.2 0.6
H -14.04439 21.81952 -12.61108 0.2 0.5 -0.2
H -14.35554 23.21226 -11.49713 -0.2 0.3 -0.7
C -14.04443 14.47402 -23.72979 -0.4 -0.2 0.5
C -13.12241 13.79071 -22.75792 0.5 2.5 1.8
O -12.92629 14.30418 -21.64727 -0.4 -1.1 -1.6
C -12.34488 12.61140 -23.18735 -0.2 -0.5 -0.3
H -14.48036 15.35716 -23.26275 0.3 0.1 -0.1
H -14.88554 13.80818 -23.92291 0.0 -0.1 -0.5
H -13.48704 14.72573 -24.63205 -0.3 -0.1 -0.1
H -12.98290 11.75221 -22.98041 0.3 -0.4 0.3
H -11.41314 12.61827 -22.62173 -0.1 -0.4 -0.1
H -12.20186 12.56171 -24.26677 0.2 0.2 0.0
C -18.15382 21.61116 -15.29287 0.6 0.6 -0.7
C -19.32489 21.64381 -16.24878 -1.0 -0.7 0.2
O -19.15488 21.70422 -17.43942 0.1 0.2 -0.2
C -20.73888 21.47562 -15.66052 1.1 0.7 0.2
H -17.93305 20.63553 -14.85983 -0.5 0.0 0.2
H -18.24125 22.39333 -14.53878 -0.1 -0.3 0.2
H -17.29544 21.85913 -15.91721 0.1 0.0 0.1
H -20.73696 21.94635 -14.67741 -0.2 -0.2 0.2
H -20.86945 20.39878 -15.55341 -0.4 0.0 0.0
H -21.50775 21.95818 -16.26390 0.2 -0.4 -0.2
C -14.71057 14.52997 -12.85411 0.3 0.2 -0.7
C -15.28882 15.83029 -12.42281 -1.9 0.7 -0.5
O -15.82358 16.58339 -13.22947 0.7 -0.5 1.1
C -15.19778 16.09579 -10.93415 0.2 0.1 -0.4
H -14.92904 14.34501 -13.90585 -0.2 -0.1 0.1
H -15.03450 13.70719 -12.21677 0.4 0.0 0.0
H -13.64228 14.74189 -12.80997 0.3 -0.7 0.3
H -14.12797 16.19478 -10.75027 0.1 0.3 0.3
H -15.49205 15.21669 -10.36082 -0.2 0.0 -0.1
H -15.74937 16.97849 -10.61061 0.2 -0.1 -0.1
C -19.14991 16.05973 -23.77990 -0.3 1.0 0.1
C -19.02742 16.18708 -22.26561 -0.6 -1.3 0.9
O -18.97060 15.14228 -21.62327 0.1 1.2 -0.3
C -19.02842 17.57406 -21.57251 0.5 -0.9 -0.8
H -18.23113 16.42555 -24.23831 0.2 -0.4 -0.1
H -19.89871 16.73223 -24.19841 -0.2 0.2 0.3
H -19.44837 15.05875 -24.09142 0.5 0.0 0.3
H -18.13140 18.08245 -21.92603 -0.1 0.4 -0.3
H -18.91945 17.53218 -20.48879 -0.3 -0.4 -0.1
H -19.91647 18.12953 -21.87404 0.1 0.1 0.0
C -12.60396 16.76346 -17.52129 0.2 0.5 -0.3
C -13.02787 18.08522 -18.17325 -0.3 -0.4 -1.1
O -12.37649 18.55510 -19.09699 -0.9 -0.2 1.3
C -14.37793 18.65733 -17.66695 1.4 -0.1 0.2
H -13.37203 16.00677 -17.68127 -0.1 0.1 0.0
H -12.46168 16.87986 -16.44691 -0.1 0.0 0.1
H -11.67886 16.42016 -17.98436 0.0 0.1 0.1
H -14.16507 19.00486 -16.65600 0.0 0.3 0.2
H -15.09806 17.85687 -17.49734 -0.1 0.0 -0.4
H -14.74164 19.49723 -18.25889 0.0 -0.3 -0.1
C -8.38526 12.96786 -19.34632 0.3 -0.2 -0.5
C -6.97213 13.33083 -19.82908 0.0 1.6 2.0
O -6.24376 13.96498 -19.07445 -0.4 -0.9 -0.9
C -6.59184 13.03921 -21.25061 -0.5 -0.4 0.3
H -9.03845 13.38591 -20.11227 -0.4 -0.1 0.1
H -8.64778 13.34986 -18.35978 0.4 0.4 -0.2
H -8.56539 11.89530 -19.27374 0.1 -0.1 -0.4
H -5.50766 12.94490 -21.31196 -0.2 -0.3 -0.2
H -6.92844 13.81428 -21.93913 0.0 0.3 0.2
H -7.18790 12.16694 -21.51887 0.6 -0.4 -0.4
C -18.33432 10.53963 -19.62561 -1.1 -0.8 0.4
C -17.17759 10.90538 -18.75317 0.1 -0.4 1.2
O -17.18373 10.76059 -17.53955 -0.2 0.3 -1.0
C -15.95143 11.35175 -19.48244 0.2 0.4 0.5
H -18.01008 9.71704 -20.26304 0.1 0.4 -0.6
H -18.80539 11.36732 -20.15583 0.6 0.0 -0.4
H -19.15270 10.08696 -19.06576 0.1 0.2 0.5
H -16.17167 12.31518 -19.94224 0.1 0.0 -0.4
H -15.67105 10.60529 -20.22560 0.0 0.2 -0.1
H -15.15721 11.50267 -18.75132 0.1 -0.1 -0.2
C -19.32039 15.89991 -16.75082 -1.2 -0.4 0.1
C -20.79629 15.46011 -16.79643 -1.8 0.9 0.9
O -21.71414 16.09146 -16.25068 2.2 -0.7 -0.9
C -21.13094 14.17790 -17.50805 -0.1 0.1 0.0
H -18.85075 15.41657 -15.89414 -0.1 0.2 0.3
H -19.34179 16.98282 -16.62855 0.5 -0.1 -0.1
H -18.76563 15.51408 -17.60609 -0.1 0.4 -0.2
H -20.53323 13.39887 -17.03481 0.2 -0.3 -0.5
H -20.94162 14.29347 -18.57524 0.6 -0.2 0.0
H -22.18708 13.91538 -17.44686 0.1 0.2 0.4
C -9.73708 16.66550 -12.63993 1.6 -0.1 0.9
C -8.84134 17.74837 -12.02413 -0.2 -0.5 0.6
O -8.42532 18.64841 -12.69198 0.4 0.8 -0.4
C -8.47635 17.64553 -10.51744 -0.1 0.2 -0.9
H -10.76072 17.03631 -12.69248 0.0 -0.4 0.1
H -9.52469 15.81716 -11.98931 -1.1 -0.3 0.1
H -9.32565 16.34658 -13.59759 -0.3 0.5 -0.2
H -7.96413 18.56543 -10.23544 -0.2 0.0 0.0
H -7.78045 16.82643 -10.33611 -0.1 -0.2 -0.1
H -9.36834 17.47985 -9.91327 0.0 0.0 0.0
C -7.48876 18.45899 -17.77381 0.4 0.5 0.4
C -6.34459 19.26686 -18.37336 -0.8 0.6 -0.5
O -6.06688 19.07219 -19.52586 0.7 0.0 -0.7
C -5.65998 20.38985 -17.56090 -0.2 -0.9 -0.5
H -8.12674 19.15055 -17.22351 -0.1 -0.2 0.3
H -7.05394 17.71295 -17.10864 -0.2 0.0 0.3
H -8.08559 17.94330 -18.52611 0.3 0.2 -0.2
H -4.90220 20.91598 -18.14146 -0.1 -0.4 -0.2
H -5.16798 19.86495 -16.74205 -0.1 0.5 0.5
H -6.38895 21.14141 -17.25779 -0.1 -0.3 0.5
C -14.31193 19.70607 -23.75649 -0.5 -0.5 0.3
C -15.29926 19.80936 -24.90310 -0.1 0.5 -0.6
O -16.47426 19.54207 -24.84036 0.0 -0.4 0.6
C -14.75279 20.36717 -26.20557 0.8 0.5 0.3
H -13.89605 20.68040 -23.49991 0.1 0.0 -0.2
H -13.50223 19.03086 -24.03322 0.2 0.2 -0.1
H -14.76760 19.28575 -22.85995 -0.2 0.1 -0.1
H -14.88733 19.71515 -27.06863 0.0 -0.1 0.2
H -13.70381 20.62699 -26.06333 0.2 -0.3 -0.3
H -15.22565 21.32368 -26.42827 -0.4 -0.1 0.0
C -16.16513 24.49038 -23.88984 -0.1 -0.5 -0.8
C -17.14915 24.27669 -22.80700 -2.6 1.2 0.0
O -18.29955 24.75347 -22.92441 2.7 -1.2 0.7
C -16.69591 23.42859 -21.65441 -0.7 0.3 0.2
H -15.13690 24.21609 -23.65403 0.1 0.7 0.2
H -16.36533 25.43484 -24.39580 0.5 0.0 0.1
H -16.45480 23.70485 -24.58779 -0.1 -0.1 -0.5
H -16.07376 24.03113 -20.99263 0.2 0.1 -0.1
H -16.09432 22.59369 -22.01375 -0.1 -0.1 0.1
H -17.57364 23.13196 -21.08019 0.2 -0.3 0.0
```
Forces are in eV/Å.

Results
* energy relative to the best compared isomer or geometry (same formula, charge and spin): 66.4 kcal per mole

DFT (the ωB97M-V functional and the def2-TZVPD basis) results for a molecular structure, C14H20BaCl2N2O6S2 in a non-equilibrium geometry.

```
47
Properties=species:S:1:pos:R:3:forces:R:3
Ba -9.96430 -9.80074 13.30697 -0.3 -0.2 0.0
N -11.74425 -10.09561 17.84300 -1.9 0.7 0.5
C -11.52580 -11.39783 17.17094 1.0 0.3 1.4
C -11.01311 -11.13594 15.77938 -0.6 0.4 -0.6
O -11.71533 -10.34241 15.04424 0.5 -0.5 0.8
O -9.98939 -11.71798 15.38470 0.6 0.1 -0.5
H -11.94054 -10.20858 18.88038 0.1 0.0 -1.9
H -12.57348 -9.58290 17.38276 1.7 -1.1 1.1
H -12.42172 -11.99057 17.00682 -0.3 -0.3 0.4
H -10.76233 -11.94789 17.81652 -1.0 0.4 -1.2
O -11.40467 -9.98803 10.89601 0.4 0.5 0.2
C -11.50204 -8.73666 10.82575 0.4 -0.5 -1.2
N -11.52779 -7.93155 11.86481 0.2 -0.8 1.2
S -11.53151 -6.38102 11.48886 2.3 0.2 -1.6
O -10.16300 -5.85674 11.60496 -1.7 0.0 0.8
O -12.67067 -5.76922 12.08813 0.0 0.8 0.2
C -11.69081 -6.64165 9.71559 -1.6 0.6 -0.6
C -12.19679 -5.80024 8.71475 0.6 -0.9 0.7
C -12.50833 -6.40237 7.46311 -0.2 2.6 0.6
C -12.30168 -7.73496 7.19881 0.4 -0.9 1.3
C -11.84506 -8.58492 8.26210 0.1 0.3 -1.3
C -11.57570 -7.98950 9.50386 -0.7 -1.8 -0.5
H -12.32997 -4.75802 9.03152 -0.2 -0.3 -0.9
H -12.94787 -5.69862 6.72243 0.4 -0.9 0.3
H -12.56815 -8.09727 6.20692 0.2 -0.2 0.4
H -11.70946 -9.67423 8.03883 -0.2 1.1 0.7
Cl -7.19882 -10.57669 8.74075 -0.5 -0.3 0.4
C -8.30303 -11.13518 10.01852 0.0 -0.6 0.0
Cl -7.43568 -11.38015 11.58450 -0.2 0.3 -0.2
H -8.73358 -12.12457 9.79985 0.3 0.6 -0.3
H -9.10540 -10.41490 10.16369 0.1 0.0 -0.1
C -11.33371 -4.85384 16.96096 0.1 -1.9 -0.5
C -10.40588 -5.58806 15.96447 1.2 1.1 1.2
S -10.37029 -7.36588 16.01580 -1.6 -0.8 0.9
O -9.45521 -7.86659 14.94900 0.6 0.0 -1.5
C -9.38733 -7.67271 17.44699 -1.5 -0.1 1.6
C -7.95778 -7.29765 17.32416 1.3 -0.6 -0.7
H -11.03950 -5.03877 17.98668 -0.1 0.0 0.2
H -12.33281 -5.21279 16.77720 -0.6 -0.2 0.3
H -11.36832 -3.80833 16.79394 0.3 1.0 -0.3
H -9.37329 -5.28734 16.18393 -0.1 0.2 -0.5
H -10.67153 -5.33517 14.96198 0.0 0.1 -0.8
H -9.49228 -8.74798 17.66986 -0.2 0.4 -0.3
H -9.95731 -7.17335 18.26988 0.6 -0.2 -0.4
H -7.81972 -6.26910 16.94748 0.2 -0.4 0.6
H -7.48132 -7.99250 16.57034 -0.4 0.8 0.8
H -7.49599 -7.50062 18.30919 0.1 0.5 -0.6
```
Forces are in eV/Å.

DFT (the ωB97M-V functional and the def2-TZVPD basis) results for a molecular structure, C13H21AsBrF6N3PdSSbSe.

```
49
Properties=species:S:1:pos:R:3:forces:R:3
Pd -0.28495 -0.42348 0.22457 -0.2 0.4 0.2
C 2.99110 1.71369 -1.65385 -0.1 0.0 0.1
N 1.70300 2.41810 -1.67098 0.2 -0.1 0.0
C 1.54547 3.76941 -1.56395 0.0 0.0 0.0
C 0.21786 4.03054 -1.70556 0.0 0.0 0.0
N -0.41377 2.83511 -1.89421 -0.1 0.0 0.0
C -1.85810 2.70928 -2.15503 0.1 0.0 0.0
C 0.50148 1.84710 -1.87066 -0.2 0.1 0.1
Se 0.18545 0.01302 -2.09989 0.4 -0.3 0.0
H 3.75897 2.42114 -1.35642 0.0 0.0 0.0
H 3.21318 1.32917 -2.64587 0.0 0.0 0.0
H 2.95180 0.88969 -0.94413 0.0 0.1 0.0
H 2.37748 4.43483 -1.41138 0.0 0.0 0.0
H -0.31584 4.96533 -1.70451 0.0 0.0 0.0
H -2.40361 3.22122 -1.36790 0.0 0.0 0.0
H -2.13198 1.66143 -2.16120 0.0 0.0 0.0
H -2.07961 3.15923 -3.11959 0.0 0.0 0.0
Br 3.59326 3.42007 4.28154 0.0 0.0 0.0
C 2.56965 2.36849 3.13813 0.0 0.0 0.0
C 3.09661 1.20202 2.59709 0.0 0.0 0.0
C 2.30436 0.45038 1.75701 0.0 0.0 0.0
N 1.05209 0.80615 1.43817 0.0 -0.1 0.0
C 0.54307 1.92777 1.97015 0.0 0.0 0.0
C 1.26961 2.73544 2.82074 -0.1 0.0 0.0
H 4.09919 0.87614 2.83422 0.0 0.0 0.0
H 2.68186 -0.47157 1.33362 0.0 0.0 0.0
H -0.47767 2.17242 1.71384 0.0 0.0 0.0
H 0.81949 3.62572 3.23605 0.0 0.0 0.0
C 0.66357 -5.46419 -0.10036 0.0 0.0 0.0
As -0.43020 -3.89714 -0.14984 0.0 0.1 0.0
C -1.79180 -4.02990 1.18275 0.0 0.0 0.0
C -1.18695 -3.70690 -1.89405 -0.1 0.0 0.0
S 0.99083 -2.28255 0.28830 0.1 -0.1 -0.3
H 0.01570 -6.32778 -0.24753 0.0 0.0 0.0
H 1.15302 -5.53071 0.86904 0.0 0.0 0.0
H 1.40396 -5.41036 -0.89531 0.0 0.0 0.0
H -2.29840 -4.98502 1.04315 0.0 0.0 0.0
H -2.49824 -3.21183 1.06726 0.0 0.0 0.0
H -1.32223 -3.99345 2.16329 0.0 0.0 0.0
H -1.72004 -4.62903 -2.12669 0.0 0.0 0.0
H -0.38238 -3.55606 -2.61062 0.0 0.0 0.0
H -1.88336 -2.87076 -1.89269 0.0 0.0 0.0
F -1.81304 1.14885 0.27169 0.1 0.1 0.1
Sb -3.34154 -0.01693 0.80599 0.1 -0.1 0.0
F -1.96920 -0.73010 1.94803 0.1 -0.1 0.2
F -2.45427 -1.18051 -0.48104 0.0 -0.1 -0.1
F -4.49929 -1.38535 1.23168 -0.2 -0.2 0.1
F -4.29753 0.74370 -0.57750 -0.2 0.1 -0.2
F -3.84806 1.20820 2.08446 0.0 0.2 0.1
```
Forces are in eV/Å.

Results
* spin multiplicity: 2
* energy relative to the best compared isomer or geometry (same formula, charge and spin): 7.0 kcal per mole
* total charge: +2

Results for energy: -2703.9399; -2848.7683; -9248.5574 (in Ha, following the order of the records).